w:
{
  "formula": "C4H6N2O2",
  "method": "ωB97M-V/def2-TZVPD",
  "gap_ev": 9.414,
  "e_homo_ev": -9.10,
  "smiles": "[H]/N=C1/COC(=C)N1O",
  "multiplicity": 1,
  "elements": ["C", "C", "C", "C", "H", "H", "H", "H", "H", "H", "N", "N", "O", "O"],
  "coordinates": [[-1.0117, -0.1905, -0.3164], [-2.2603, 0.1862, -0.2073], [0.8673, -1.4940, 0.2084], [1.2574, 0.0256, 0.0410], [-0.2008, 2.0320, 0.4982], [-2.5067, 1.1571, -0.4500], [-3.0017, -0.7126, -0.1080], [0.7703, -1.6179, 1.3039], [1.7315, -2.0381, -0.3242], [2.5965, 1.3832, 0.2822], [0.1070, 0.5259, -0.6047], [2.3534, 0.4792, 0.5620], [-0.2301, 1.7681, -0.6648], [-0.4722, -1.5042, -0.2203]],
  "nbo_charge": [0.45, -0.56, -0.13, 0.41, 0.42, 0.23, 0.24, 0.21, 0.23, 0.35, -0.17, -0.68, -0.48, -0.52]
}

x:
{
  "formula": "C4H6N2O2",
  "method": "ωB97M-V/def2-TZVPD",
  "gap_ev": [7.835, 7.348],
  "e_homo_ev": [-9.15, -8.70],
  "multiplicity": 1,
  "elements": ["C", "C", "C", "C", "N", "N", "O", "O", "H", "H", "H", "H", "H", "H"],
  "coordinates": [[1.3449, -0.4696, -0.5510], [-0.0085, 1.3247, 0.4534], [1.3429, 0.7321, 0.3214], [-0.9150, -0.4709, -0.7303], [0.2823, -0.9968, -1.0279], [-1.0845, 0.7402, -0.0261], [-2.2192, 1.2442, 0.0245], [-1.5552, -1.8576, 0.9010], [2.2846, -0.9396, -0.7968], [-0.1465, 2.2758, 0.9426], [1.7141, 0.4202, 1.3115], [2.0632, 1.4833, -0.0315], [-1.7794, -0.7852, -1.2981], [-1.3238, -2.7009, 0.5072]],
  "nbo_charge": [0.20, 0.03, -0.55, 0.33, -0.45, 0.07, -0.49, -0.75, 0.19, 0.22, 0.27, 0.26, 0.24, 0.43]
}

y:
{
  "formula": "C4H6N2O2",
  "method": "ωB97M-V/def2-TZVPD",
  "gap_ev": 10.404,
  "e_homo_ev": -9.90,
  "smiles": "[H]/N=C(/C(=O)O)N1CC1",
  "multiplicity": 1,
  "elements": ["C", "C", "C", "C", "H", "H", "H", "H", "H", "H", "N", "N", "O", "O"],
  "coordinates": [[-1.0013, -0.3896, -0.4115], [0.3270, -0.6683, 0.2914], [0.8572, 1.6861, 0.9063], [1.1980, 1.5260, -0.5687], [-1.2239, -2.1467, -0.2703], [1.3769, -1.6840, 1.2502], [-0.1750, 1.9851, 1.0695], [1.7797, 2.1264, 1.4425], [0.2269, 1.7413, -1.2280], [2.1913, 1.6012, -0.8228], [0.4667, -1.8311, 0.7665], [1.2078, 0.3486, 0.3919], [-1.7209, -1.4249, -0.5166], [-1.3019, 0.6535, -0.8402]],
  "nbo_charge": [0.73, 0.32, -0.25, -0.27, 0.50, 0.36, 0.23, 0.22, 0.27, 0.21, -0.62, -0.49, -0.62, -0.58]
}

Bottom line: y, by a margin of 56.1 kcal/mol.

w:
{
  "formula": "C4H6N2O2",
  "method": "ωB97M-V/def2-TZVPD",
  "gap_ev": 8.224,
  "e_homo_ev": -7.90,
  "smiles": "[H]/N=c1/occ(O)n1C",
  "multiplicity": 1,
  "elements": ["C", "C", "C", "C", "H", "H", "H", "H", "H", "H", "N", "N", "O", "O"],
  "coordinates": [[0.3188, 1.9887, -0.0245], [1.0286, -0.3862, 0.0115], [0.4377, -1.5912, 0.0025], [-1.2113, -0.0653, -0.0217], [-0.1289, 2.5023, 0.8325], [1.4050, 2.0632, 0.0837], [0.0167, 2.5121, -0.9528], [2.6571, 0.1091, 0.8061], [0.7170, -2.5858, 0.1884], [-2.3765, 1.3389, 0.1758], [0.0050, 0.5878, -0.0367], [-2.3987, 0.3300, 0.0561], [2.3245, -0.0560, -0.0809], [-0.9466, -1.4490, -0.0536]],
  "nbo_charge": [-0.42, 0.37, -0.01, 0.68, 0.20, 0.23, 0.21, 0.49, 0.21, 0.34, -0.45, -0.73, -0.66, -0.45]
}

x:
{
  "formula": "C4H6N2O2",
  "method": "ωB97M-V/def2-TZVPD",
  "gap_ev": 8.250,
  "e_homo_ev": -7.75,
  "multiplicity": 1,
  "elements": ["C", "C", "C", "C", "H", "H", "H", "H", "H", "H", "N", "N", "O", "O"],
  "coordinates": [[0.9681, -0.0557, 0.0335], [-0.9808, -1.2119, -0.1388], [-1.3382, 0.0744, -0.1489], [-0.0394, 0.7751, 0.0905], [2.3767, 1.2348, 0.4848], [3.0674, -0.1854, -0.9098], [0.7699, -2.0568, -0.1172], [-1.3526, -2.3524, -0.6350], [-2.6470, -0.0456, 1.1120], [-0.8529, 2.5830, -0.0766], [2.3992, 0.0568, 0.1783], [0.3453, -1.2180, 0.1733], [-2.7057, 0.3225, 0.0931], [-0.0100, 2.0791, -0.1392]],
  "nbo_charge": [0.18, -0.08, 0.10, 0.17, 0.40, 0.37, 0.38, 0.22, 0.49, 0.50, -0.83, -0.52, -0.69, -0.70]
}

y:
{
  "formula": "C4H6N2O2",
  "method": "ωB97M-V/def2-TZVPD",
  "gap_ev": 8.953,
  "e_homo_ev": -8.63,
  "smiles": "[H]/N=C\\N(C=C)OC=O",
  "multiplicity": 1,
  "elements": ["C", "C", "C", "C", "H", "H", "H", "H", "H", "H", "N", "N", "O", "O"],
  "coordinates": [[0.9674, -1.3589, -1.1975], [-0.2077, -1.0344, -0.7809], [1.3276, 0.6154, 1.5559], [-1.3174, 1.2013, 0.1980], [1.0169, -2.4685, -1.4678], [1.9397, -0.5838, -1.4992], [-1.2298, -1.4701, -0.7039], [2.1237, 1.3896, 1.8006], [-1.0366, 2.2620, 0.4355], [-2.5951, -0.0520, -0.4338], [-0.2291, 0.1236, -0.0259], [-2.5188, 1.0364, -0.0788], [0.9057, 0.9595, 0.3153], [0.8532, -0.6202, 1.8823]],
  "nbo_charge": [-0.47, -0.05, 0.58, 0.26, 0.22, 0.24, 0.23, 0.19, 0.20, 0.32, -0.18, -0.60, -0.36, -0.57]
}

z:
{
  "formula": "C4H6N2O2",
  "method": "ωB97M-V/def2-TZVPD",
  "gap_ev": 9.604,
  "e_homo_ev": -9.24,
  "smiles": "CN[C@H](C#N)C(=O)O",
  "multiplicity": 1,
  "elements": ["C", "C", "C", "C", "N", "N", "O", "O", "H", "H", "H", "H", "H", "H"],
  "coordinates": [[1.9803, 0.0179, 0.7108], [0.6551, 1.4391, -0.9889], [-1.3490, -1.1629, 0.0907], [0.7779, -0.1411, -0.0637], [2.8545, 0.1436, 1.4481], [-0.3850, -0.2616, 0.6139], [-0.4520, 1.9376, -0.6208], [1.3692, 1.7432, -1.8628], [-2.3349, -0.8015, 0.2354], [-1.2883, -1.2702, -0.9722], [-1.3175, -2.1667, 0.6958], [0.8688, -0.9523, -0.7396], [-0.7966, 1.2386, -0.0130], [-0.5826, 0.2363, 1.4662]],
  "nbo_charge": [0.25, 0.80, -0.41, -0.25, -0.30, -0.65, -0.65, -0.55, 0.21, 0.21, 0.19, 0.25, 0.48, 0.41]
}

Bottom line: w, by a margin of 11.8 kcal/mol.

w:
{
  "formula": "C4H6N2O2",
  "method": "ωB97M-V/def2-TZVPD",
  "gap_ev": 10.473,
  "e_homo_ev": -9.88,
  "smiles": "O=C[C@@H]1CN1/C=N/O",
  "multiplicity": 1,
  "elements": ["C", "C", "C", "C", "H", "H", "H", "H", "H", "H", "N", "N", "O", "O"],
  "coordinates": [[0.9808, -0.8017, -0.1481], [-0.6071, 0.6219, -1.1793], [-0.6755, 0.7305, 0.2837], [-1.9906, 1.0903, 0.9415], [2.9829, -2.9125, 0.4185], [1.7207, 0.0138, -0.4470], [-1.7036, 0.7182, -1.6183], [0.0470, 1.1673, -1.7840], [0.1295, 1.2078, 0.9178], [-2.7682, 0.4011, 0.6966], [1.5213, -1.8245, 0.2790], [-0.3651, -0.5664, -0.2525], [2.8461, -1.9607, 0.2651], [-2.1182, 2.1149, 1.6271]],
  "nbo_charge": [0.17, -0.24, -0.19, 0.43, 0.49, 0.12, 0.21, 0.23, 0.22, 0.12, -0.14, -0.38, -0.53, -0.50]
}

x:
{
  "formula": "C4H6N2O2",
  "method": "ωB97M-V/def2-TZVPD",
  "gap_ev": 9.997,
  "e_homo_ev": -10.30,
  "smiles": "[H]/N=C(/C)N(C=O)C=O",
  "multiplicity": 1,
  "elements": ["C", "C", "C", "C", "H", "H", "H", "H", "H", "H", "N", "N", "O", "O"],
  "coordinates": [[0.8377, -1.4992, 0.6416], [0.4543, -0.1080, 0.6780], [-0.4993, -0.2111, -1.5506], [-1.3544, 1.6849, -0.2067], [1.3217, -1.9923, -0.2885], [1.6114, -1.7732, 1.5004], [0.0004, -2.3113, 0.9017], [1.0187, 1.5933, 1.3805], [0.5536, -0.8618, -1.5383], [-1.7108, 1.8922, 0.9091], [1.1220, 0.7036, 1.5750], [-0.7566, 0.3269, -0.2965], [-1.1284, -0.0350, -2.6036], [-1.4704, 2.5911, -1.1022]],
  "nbo_charge": [-0.76, 0.45, 0.54, 0.53, 0.26, 0.28, 0.26, 0.33, 0.12, 0.15, -0.59, -0.56, -0.52, -0.49]
}

y:
{
  "formula": "C4H6N2O2",
  "method": "ωB97M-V/def2-TZVPD",
  "gap_ev": 9.003,
  "e_homo_ev": -8.48,
  "smiles": "CN=C=O.N=C=CO",
  "multiplicity": 1,
  "elements": ["C", "C", "C", "C", "N", "N", "O", "O", "H", "H", "H", "H", "H", "H"],
  "coordinates": [[-2.0445, -0.7118, 0.9017], [1.0469, -1.1114, -0.3199], [2.0023, 0.9839, -1.1663], [-1.4178, 0.1185, 0.1343], [-2.8361, -1.2822, 1.6339], [1.6877, -0.3874, -0.9813], [0.4423, -1.9714, 0.1818], [-0.8225, 1.3082, 0.6060], [3.0553, 1.1524, -0.8661], [1.8767, 0.9619, -2.2583], [1.2374, 1.6754, -0.7673], [-1.0531, -0.0426, -0.8114], [-2.5033, -1.9603, 2.2078], [-0.6711, 1.2668, 1.5052]],
  "nbo_charge": [0.34, 0.85, -0.43, -0.09, -0.58, -0.53, -0.55, -0.70, 0.21, 0.22, 0.23, 0.20, 0.36, 0.47]
}

Bottom line: y, by a margin of 11.1 kcal/mol.